Density functional theory data (ωB97M-V with the def2-TZVPD basis set) for a cluster of 2 separate species, C3H8N2P2 in total.

Last column: Mulliken charge in e.
Geometry (Å):
H: 2.759 -2.472 1.718  0.25
N: 2.045 -1.860 1.447  -0.44
P: 1.747 -1.492 -0.078  0.11
C: 0.106 -0.538 -0.025  0.27
C: 0.009 0.048 1.308  -1.20
C: 0.145 0.352 -1.231  -1.36
H: -0.681 -1.318 -0.302  0.32
H: -0.055 -0.629 2.160  0.41
H: -0.929 0.793 1.438  0.29
H: 0.807 0.746 1.696  0.25
H: 0.616 -0.203 -2.062  0.42
H: -0.864 0.469 -1.581  0.39
H: 0.673 1.293 -1.046  0.29
N: 3.745 1.495 0.841  -0.27
P: 3.097 1.191 -0.445  0.26

E = -24795.58394 eV
HOMO = -8.850 eV
SMILES = [H]/N=P/C(C)C.N#P
frontier orbital gap = 7.7 eV

---

Density functional theory data (ωB97M-V with the def2-TZVPD basis set) for a cluster of 2 separate species, C7H8O in total.

Last column: Mulliken charge in e.
Geometry (Å):
C: -0.163 -1.625 -1.829  -0.32
C: 1.126 -1.130 -2.031  -0.37
C: 2.219 -1.997 -2.005  -0.37
C: 2.023 -3.359 -1.777  -0.32
C: 0.734 -3.855 -1.575  -0.37
C: -0.359 -2.988 -1.602  -0.37
H: -1.023 -0.942 -1.850  0.34
H: 1.280 -0.057 -2.210  0.33
H: 3.233 -1.607 -2.163  0.33
H: 2.883 -4.042 -1.756  0.34
H: 0.579 -4.927 -1.396  0.33
H: -1.373 -3.377 -1.443  0.33
C: 1.152 -2.144 0.471  0.05
O: 1.268 -1.961 1.664  -0.51
H: 1.679 -1.501 -0.273  0.29
H: 0.511 -2.963 0.065  0.29

E = -9433.24633 eV
HOMO = -7.868 eV
SMILES = c1ccccc1.C=O
frontier orbital gap = 8.5 eV

---

Density functional theory data (ωB97M-V with the def2-TZVPD basis set) for a cluster of 2 separate species, C2HF5O2P in total.

Last column: Mulliken charge in e.
Geometry (Å):
C: -0.012 1.981 -0.122  0.73
C: -0.269 0.679 -0.909  1.07
O: 1.804 -2.717 0.937  -0.55
O: 0.454 -1.670 2.747  -0.54
F: 1.152 1.953 0.519  -0.23
F: 0.016 3.059 -0.927  -0.27
F: -0.976 2.199 0.769  -0.25
F: 0.520 0.656 -1.999  -0.25
F: -1.543 0.688 -1.351  -0.26
P: 0.499 -2.082 1.306  0.07
H: -0.090 -0.224 -0.280  -0.52

total charge = -1
E = -29064.84882 eV
HOMO = -4.308 eV
frontier orbital gap = 7.8 eV

---

Density functional theory data (ωB97M-V with the def2-TZVPD basis set) for a structure of composition C16H24N2O4.

Last column: Mulliken charge in e.
Geometry (Å):
C: -3.347 -5.516 0.992  -1.45
C: -3.513 -4.571 -0.065  0.90
O: -4.198 -4.767 -0.935  -0.49
C: -2.701 -3.263 0.080  0.21
C: -2.685 -2.279 -1.036  -0.02
N: -2.001 -1.080 -0.476  0.01
C: -1.493 -1.308 0.708  -0.38
C: -1.706 -2.832 1.145  0.49
C: -1.291 -3.484 2.399  -1.09
H: -2.292 -3.735 2.979  0.21
H: -0.661 -2.765 3.152  0.24
H: -0.710 -4.379 2.235  0.30
C: -0.497 -0.641 1.284  0.97
O: 0.162 -0.776 2.537  -0.78
O: -0.501 0.591 0.847  -0.33
C: 0.299 1.765 1.278  -0.95
H: -0.275 2.589 1.301  0.41
H: 0.775 1.389 2.190  0.42
C: 1.417 1.663 0.294  0.71
O: 1.269 1.331 -0.815  -0.56
N: 2.523 2.574 0.518  -0.07
H: 2.406 3.223 1.564  0.29
C: 3.494 2.988 -0.232  -0.54
H: 3.274 2.518 -1.179  0.30
H: 4.680 2.509 0.212  0.05
C: 3.451 4.377 -0.640  -1.76
H: 3.469 5.000 0.094  0.92
H: 2.596 4.642 -1.023  0.72
C: 4.636 5.025 -1.559  0.30
C: 4.624 6.438 -1.643  -1.73
H: 5.611 6.700 -2.122  0.33
H: 3.903 6.729 -2.145  0.58
H: 4.767 6.847 -0.588  0.38
C: 4.602 4.297 -3.070  -1.14
H: 3.668 4.592 -3.486  0.35
H: 4.668 3.191 -2.698  0.27
H: 5.531 4.531 -3.576  0.41
H: 5.412 4.725 -0.983  0.45
H: -1.779 -0.269 -0.830  0.11
C: -3.437 -1.959 -1.988  -1.16
H: -4.730 -2.143 -1.969  0.23
H: -3.265 -2.689 -2.645  0.47
H: -3.231 -1.076 -2.683  0.31
H: -3.869 -6.335 0.539  0.42
H: -3.457 -5.144 1.967  0.37
H: -2.316 -5.947 1.005  0.31

E = -28138.93582 eV
HOMO = -7.875 eV
frontier orbital gap = 7.7 eV

---

Density functional theory data (ωB97M-V with the def2-TZVPD basis set) for a cluster of 6 separate species, C19H49F2NO7S in total.

Last column: Mulliken charge in e.
Geometry (Å):
C: -0.211 -2.483 0.436  -1.17
N: -0.163 -1.021 0.521  0.59
C: -1.430 -0.304 0.255  -0.51
C: -2.677 -1.177 0.186  -0.51
C: -3.885 -0.261 0.103  -0.16
F: -4.992 -1.029 -0.244  -0.28
S: 1.107 -0.376 -0.237  1.19
O: 2.177 -1.290 -0.344  -0.69
O: 0.785 0.273 -1.456  -0.63
F: 1.564 0.727 0.751  -0.25
H: -0.780 -2.848 1.282  0.27
H: 0.772 -2.921 0.543  0.37
H: -0.604 -2.853 -0.507  0.43
H: -1.585 0.376 1.096  0.15
H: -1.420 0.320 -0.633  0.22
H: -2.648 -1.775 -0.723  0.38
H: -2.813 -1.815 1.053  0.27
H: -4.062 0.164 1.093  0.32
H: -3.736 0.550 -0.606  -0.04
C: -0.853 -1.941 5.615  -1.40
C: 0.070 -2.378 4.488  0.52
C: 1.492 -2.586 4.985  -1.38
O: 0.061 -1.399 3.447  -0.41
H: -0.519 -0.989 6.038  0.36
H: -1.867 -1.790 5.243  0.33
H: -0.882 -2.683 6.414  0.40
H: -0.303 -3.304 4.048  0.26
H: 1.898 -1.654 5.388  0.36
H: 2.143 -2.893 4.166  0.32
H: 1.531 -3.347 5.766  0.40
H: 0.389 -0.571 3.816  0.28
C: 4.680 1.521 -1.990  -0.82
C: 5.315 0.234 -2.495  0.38
C: 4.629 -0.259 -3.761  -1.21
O: 5.242 -0.768 -1.486  -0.55
H: 3.627 1.360 -1.742  0.08
H: 5.175 1.860 -1.078  0.12
H: 4.743 2.314 -2.737  0.42
H: 6.375 0.401 -2.694  0.33
H: 3.575 -0.474 -3.565  0.21
H: 5.089 -1.184 -4.108  0.33
H: 4.690 0.483 -4.560  0.38
H: 4.308 -0.923 -1.302  0.33
C: -7.454 -4.605 -2.641  -1.24
C: -6.621 -4.950 -1.415  0.38
C: -7.464 -4.919 -0.149  -1.26
O: -5.534 -4.035 -1.295  -0.46
H: -7.865 -3.595 -2.553  0.32
H: -6.837 -4.625 -3.539  0.31
H: -8.281 -5.305 -2.769  0.37
H: -6.182 -5.941 -1.538  0.28
H: -7.874 -3.918 0.014  0.31
H: -6.854 -5.162 0.722  0.31
H: -8.291 -5.628 -0.204  0.39
H: -5.899 -3.149 -1.184  0.29
C: 8.087 2.992 0.636  -1.18
C: 7.473 4.322 1.048  0.38
C: 6.023 4.419 0.603  -1.12
O: 8.226 5.397 0.486  -0.55
H: 8.077 2.885 -0.452  0.27
H: 9.129 2.938 0.955  0.33
H: 7.545 2.152 1.072  0.35
H: 7.533 4.434 2.131  0.29
H: 5.947 4.355 -0.486  0.25
H: 5.594 5.379 0.897  0.33
H: 5.422 3.620 1.040  0.32
H: 8.185 5.314 -0.474  0.35
C: -4.222 3.274 -2.308  -1.20
C: -3.198 3.669 -1.254  0.32
C: -2.528 4.988 -1.604  -1.38
O: -2.210 2.644 -1.128  -0.36
H: -3.741 3.141 -3.280  0.32
H: -4.693 2.324 -2.050  0.27
H: -5.001 4.031 -2.406  0.41
H: -3.686 3.753 -0.282  0.26
H: -1.995 4.908 -2.555  0.37
H: -1.793 5.257 -0.844  0.32
H: -3.258 5.795 -1.683  0.38
H: -1.765 2.556 -1.980  0.31

E = -52589.77966 eV
HOMO = -9.721 eV
SMILES = CN(CCCF)S(=O)(=O)F.CC(C)O.CC(C)O.CC(C)O.CC(C)O.CC(C)O
frontier orbital gap = 10.3 eV

---

Density functional theory data (ωB97M-V with the def2-TZVPD basis set) for a cluster of 2 separate species, C9H12N2O3S in total.

Last column: Mulliken charge in e.
Geometry (Å):
C: 2.666 -0.344 -4.113  -1.35
C: 1.774 0.151 -3.022  0.90
C: 2.076 1.337 -2.344  -0.57
C: 1.246 1.816 -1.334  -0.37
C: 0.107 1.092 -0.972  0.29
S: -1.010 1.709 0.265  1.23
O: -0.666 3.068 0.586  -0.60
O: -2.348 1.285 -0.055  -0.59
N: -0.561 0.681 1.769  -0.52
C: -0.920 0.912 2.913  0.80
O: -1.221 1.135 4.038  -0.46
C: -0.220 -0.080 -1.656  -0.50
C: 0.618 -0.551 -2.663  -0.74
H: 2.277 -1.272 -4.534  0.35
H: 2.741 0.397 -4.916  0.33
H: 3.680 -0.531 -3.746  0.33
H: 2.976 1.891 -2.620  0.37
H: 1.468 2.746 -0.818  0.44
H: -1.128 -0.615 -1.391  0.39
H: 0.370 -1.476 -3.188  0.28
C: -2.352 -1.929 4.432  -0.64
N: -1.581 -1.994 3.234  -0.44
H: -2.245 -2.887 4.957  0.30
H: -2.062 -1.115 5.114  0.23
H: -3.404 -1.792 4.160  0.25
H: -1.613 -1.225 2.592  0.12
H: -0.667 -2.410 3.310  0.20

E = -29484.34682 eV
HOMO = -8.582 eV
SMILES = Cc1ccc(S(=O)(=O)N=C=O)cc1.CN
frontier orbital gap = 8.3 eV

---

Look up the frontier orbital gap of the first one.
7.7 eV

---

Look up the E of the fourth one.
-28138.93582 eV

---

Repeat the third record exactly.
Density functional theory data (ωB97M-V with the def2-TZVPD basis set) for a cluster of 2 separate species, C2HF5O2P in total.

Last column: Mulliken charge in e.
Geometry (Å):
C: -0.012 1.981 -0.122  0.73
C: -0.269 0.679 -0.909  1.07
O: 1.804 -2.717 0.937  -0.55
O: 0.454 -1.670 2.747  -0.54
F: 1.152 1.953 0.519  -0.23
F: 0.016 3.059 -0.927  -0.27
F: -0.976 2.199 0.769  -0.25
F: 0.520 0.656 -1.999  -0.25
F: -1.543 0.688 -1.351  -0.26
P: 0.499 -2.082 1.306  0.07
H: -0.090 -0.224 -0.280  -0.52

total charge = -1
E = -29064.84882 eV
HOMO = -4.308 eV
frontier orbital gap = 7.8 eV